Entry 1:
ORCA calculation (the ωB97M-V functional and the def2-TZVPD basis) on a structure of composition C13H24INO6V in a non-equilibrium geometry.

```
46
Properties=species:S:1:pos:R:3:forces:R:3:lowdin_charge:R:1
N 27.87332 23.87113 -16.02623 -0.52 -0.86 -1.91 -0.19
H 30.11873 24.39725 -14.46622 0.57 -0.33 0.18 0.08
V 28.08702 23.37964 -18.69297 0.94 2.46 1.08 0.50
H 24.69167 23.91416 -14.70971 -0.07 0.61 -0.10 0.11
O 27.32538 22.00671 -18.95433 0.33 0.51 0.33 -0.41
H 28.91933 24.45946 -13.26675 -0.86 -0.07 -0.23 0.07
O 28.76362 24.70727 -16.80439 -1.26 -1.61 -0.59 -0.29
H 28.30334 24.95742 -22.49689 0.22 -0.62 0.86 0.12
C 25.58114 23.38477 -15.05131 -0.52 0.52 -0.15 -0.18
H 27.65559 23.68929 -25.77157 -0.41 -0.27 0.62 0.07
H 25.45173 23.83454 -17.76763 0.24 -0.27 0.35 0.08
C 27.55835 22.12367 -14.22922 -0.14 0.30 1.37 -0.11
C 27.08816 22.11364 -22.37155 -2.54 -3.44 2.99 -0.44
H 27.96446 22.01359 -13.22371 0.64 -0.12 0.04 0.09
H 29.80577 23.00828 -13.26969 0.66 0.01 -0.40 0.08
C 26.49903 24.40614 -15.81183 -1.54 -1.54 1.38 -0.47
C 25.65477 24.67234 -17.10057 1.76 1.52 0.05 -0.05
H 30.58338 22.40334 -15.99493 -0.01 0.65 0.49 0.08
C 28.58978 23.05145 -15.02248 -1.24 -1.88 -0.06 -0.45
C 29.40220 23.75946 -13.94862 0.33 1.07 -0.19 -0.06
H 29.63955 21.04725 -15.55254 -0.41 0.04 0.81 0.07
O 27.43804 24.52630 -19.59262 0.30 -1.12 0.56 -0.41
H 27.17507 24.88911 -23.68116 -0.71 -0.73 -0.46 0.12
O 26.58380 21.10133 -21.76312 2.10 5.41 -3.04 0.06
C 26.20534 22.78786 -13.86984 1.26 -0.29 0.73 -0.22
H 25.65801 26.13660 -14.71713 -0.23 0.31 -0.76 0.08
H 27.49572 21.07032 -14.50239 -0.27 0.23 -1.05 0.11
H 27.30768 26.24439 -15.52663 -0.03 0.72 0.52 0.08
C 26.61245 25.65471 -14.92910 -0.27 0.33 -0.48 -0.04
H 25.47555 22.16931 -13.34744 0.25 -0.71 -0.12 0.11
O 27.94892 21.95815 -23.39004 0.17 -1.24 0.73 0.07
H 29.21272 22.00421 -16.86859 -0.41 0.07 -0.01 0.02
H 26.24136 25.41380 -17.64301 -0.08 -0.04 -0.50 0.06
C 29.54977 22.09589 -15.83607 0.13 0.15 -0.73 -0.03
H 26.43485 23.52547 -13.10085 0.08 0.46 -0.09 0.10
O 26.83080 23.46146 -22.14538 0.99 -1.62 -0.98 0.03
C 28.59436 23.13831 -23.71887 -1.51 2.60 -2.04 -0.32
C 27.71897 24.20634 -23.02840 -0.05 0.70 0.53 -0.10
C 28.55549 23.29315 -25.30107 0.86 0.03 1.63 -0.02
H 29.59771 23.28380 -23.31860 0.15 -0.93 -0.09 0.12
H 24.72039 25.19579 -16.89797 -0.10 -0.28 0.49 0.08
H 25.10672 22.56388 -15.58906 0.62 0.00 -1.00 0.12
H 28.76491 22.29501 -25.68572 0.31 0.27 -0.37 0.08
I 30.58955 23.20711 -19.93975 -0.75 -0.08 0.32 0.07
H 26.95514 25.51668 -13.90362 0.68 -0.55 -0.28 0.06
H 29.31959 24.04012 -25.51618 0.34 -0.34 -0.44 0.07
```
Forces are in eV/Å.

Calculated values
- Total charge: -1
- HOMO: -4.12 eV
- M: 468.2 g mol⁻¹
- Gap between HOMO and LUMO: 0.25053 hartree

=====

Entry 2:
ORCA calculation (the ωB97M-V functional and the def2-TZVPD basis) on a structure of composition C4H4I2 in a non-equilibrium geometry.

```
10
Properties=species:S:1:pos:R:3:forces:R:3:lowdin_charge:R:1
C -0.52576 1.85536 -0.61633 1.80 -0.76 -2.00 -0.18
C 0.75246 -0.62318 0.39122 -3.13 2.49 -0.17 -0.69
C -0.71277 0.65606 -0.14629 2.01 -3.50 2.44 -0.75
H -1.45889 2.35150 -0.87688 0.73 0.78 -0.07 0.04
H 0.52389 1.94236 -1.09543 -1.83 0.85 0.92 0.06
I -2.62461 0.06628 0.51649 0.41 -0.19 -0.09 0.80
H 1.02340 -2.61435 1.13419 0.75 0.74 0.55 0.06
I 2.63928 0.35607 0.42637 -0.96 -0.72 -0.04 0.79
H -0.52538 -2.26433 0.73078 -3.17 -0.11 -0.30 -0.01
C 0.35306 -1.78175 0.91554 3.39 0.41 -1.24 -0.14
```
Forces are in eV/Å.

Calculated values
- HOMO: -9.32 eV
- M: 305.9 g mol⁻¹
- Gap between HOMO and LUMO: 0.33883 hartree

=====

Entry 3:
ORCA calculation (the ωB97M-V functional and the def2-TZVPD basis) on a cluster of 2 separate species, C8H27N7O2P in total in a non-equilibrium geometry.

```
45
Properties=species:S:1:pos:R:3:forces:R:3:lowdin_charge:R:1
H -1.61867 0.93799 5.02413 1.21 -2.17 -1.02 0.16
H 0.08990 -2.06543 -3.84329 -0.25 0.12 0.32 0.09
H 2.08969 0.61620 0.34992 -0.02 0.02 0.11 0.07
N 1.80271 -2.15471 5.09149 -3.23 -1.46 0.02 0.10
H -2.02779 -3.98640 4.00188 0.58 1.76 1.04 0.19
H 1.16522 2.13706 0.48351 0.13 -0.28 -0.08 0.07
P -0.33737 0.93953 -1.62524 7.42 -5.40 -1.34 0.77
H 0.33038 -0.12035 2.88229 -0.88 0.81 0.61 0.06
H -0.45155 -0.54178 -4.53888 -0.02 -0.02 -0.15 0.08
N -0.34261 -0.74122 5.53402 0.57 -2.41 -2.14 0.04
C 1.87151 1.57479 -0.13656 -0.52 0.17 -0.03 -0.15
N -0.26386 0.60229 3.36353 -0.95 -1.17 -0.16 -0.01
O -0.31352 0.28008 -0.22449 -3.80 2.74 0.53 -0.35
H 0.01651 3.51669 -4.29078 -0.35 -0.30 0.13 0.09
H 1.26935 3.10544 -3.17050 -0.29 -0.28 0.23 0.07
O -1.74676 -3.14564 4.50889 -1.10 -1.79 -0.82 0.04
H -1.98864 -0.59922 3.98655 1.53 0.73 1.21 0.12
H -2.25036 0.87795 -3.83501 0.13 -0.12 0.16 0.06
H -2.35545 2.43557 -3.00630 -0.01 0.09 -0.30 0.09
H 2.52816 -0.28304 -2.08378 -0.01 -0.02 -0.08 0.09
H -0.27321 3.72025 -2.54639 0.08 0.08 -0.21 0.09
C 0.26560 -2.02964 5.03235 0.61 -0.54 0.12 -0.14
H 2.79501 2.16400 -0.15357 -0.08 -0.10 -0.32 0.08
N -0.41311 -0.60353 -2.40212 -1.08 -1.05 -0.50 -0.31
H -1.79746 2.32466 -4.69440 0.19 -0.04 0.27 0.09
H 3.35873 1.28167 -2.12369 -0.24 0.01 0.25 0.08
H 2.21811 0.93069 -3.36927 -0.13 -0.20 0.06 0.07
N -0.36479 1.69760 -3.23551 -2.14 2.64 1.80 -0.27
C 0.11657 -0.97675 -3.71059 -0.09 0.24 -0.38 -0.13
H 2.21840 -2.06775 4.13717 -0.49 0.06 0.97 0.11
H 0.13228 -3.99208 4.24714 -0.76 1.45 0.44 0.21
H 2.00328 -3.12264 5.48354 -0.07 1.54 -0.81 0.11
C 0.18566 3.07301 -3.30185 0.72 0.51 -0.16 -0.12
H -0.87845 -0.85312 6.42108 0.57 -0.17 -1.02 0.15
N 1.33947 1.37764 -1.49607 0.83 0.90 0.72 -0.34
C -1.66646 -1.33728 -2.18722 0.11 -0.18 0.61 -0.15
H 1.16103 -0.72096 -3.84451 -0.07 0.28 0.12 0.05
C -1.75995 1.84314 -3.71031 -0.55 -0.44 -0.56 -0.14
C 2.39669 0.78463 -2.30173 -0.12 0.38 -0.64 -0.15
N -0.40329 -3.13330 4.56554 3.02 2.47 0.89 0.04
H -2.03302 -1.22056 -1.16244 0.18 0.15 -0.12 0.06
H -2.45797 -0.99721 -2.86093 -0.13 -0.13 -0.16 0.06
C -1.11159 0.00944 4.47086 -1.90 1.30 -0.60 -0.29
H -0.96983 0.87627 2.61555 1.34 -0.37 1.08 0.09
H -1.52855 -2.41397 -2.34404 0.10 0.18 -0.09 0.08
```
Forces are in eV/Å.

Calculated values
- Total charge: +1
- HOMO: -10.13 eV
- M: 284.3 g mol⁻¹
- Gap between HOMO and LUMO: 0.19582 hartree

=====

Entry 4:
ORCA calculation (the ωB97M-V functional and the def2-TZVPD basis) on a structure of composition C55H37IMoN11O3S in a non-equilibrium geometry.

```
109
Properties=species:S:1:pos:R:3:forces:R:3:lowdin_spin:R:1
C -2.18640 4.48381 -4.43023 0.05 0.01 -0.16 0.00
H 3.02720 -2.61469 2.50777 -0.05 0.12 -0.12 0.00
C -2.32930 2.49421 -0.76653 -0.76 0.28 0.80 -0.01
C 0.17950 4.35091 0.61647 0.23 0.27 -0.24 0.00
C -3.66400 -3.40089 3.44567 -0.11 -0.12 0.09 -0.01
C -5.46540 2.74071 4.06317 -0.02 0.35 -0.35 0.00
I 0.50170 -3.31869 3.77667 0.31 -0.56 0.32 0.00
C 1.80270 3.74481 -1.02513 -0.18 -0.24 0.06 0.00
N -1.54730 -1.70779 0.99847 -0.03 -0.26 0.40 0.02
H 4.09170 -1.22019 2.18207 -0.07 0.09 -0.05 0.00
C -2.04440 -2.78189 0.27807 -0.34 -0.08 0.25 0.05
H 4.81470 -2.37159 -3.30783 0.08 -0.13 -0.17 0.00
O 2.22780 -2.32719 -2.02653 0.13 0.25 -0.08 0.00
H 6.71700 -0.09719 0.62117 0.00 0.07 0.10 0.00
C 2.81670 4.10481 -1.92223 0.30 -0.08 -0.30 0.00
C 0.16080 -3.96869 -4.92023 -0.01 -0.13 0.09 0.00
H -3.64680 -2.91999 4.41317 0.01 -0.01 0.08 0.00
C 4.96210 -0.44869 -0.55723 -0.07 0.10 -0.01 0.00
C -0.42720 -0.33429 3.49707 0.26 0.42 0.23 0.00
C 5.26020 -1.89029 -2.45163 0.04 -0.09 -0.15 0.00
H 3.74680 -2.37399 0.86797 -0.08 0.08 0.10 0.00
C -4.15920 0.76691 4.58277 -0.18 0.11 0.19 0.00
C 1.53780 2.37151 -0.72823 0.56 0.37 -0.41 0.00
C -0.03470 -1.55139 -3.63323 -0.34 -0.83 0.11 0.00
C -4.47360 -5.12839 1.94787 0.11 -0.09 -0.51 0.00
H 1.16410 5.76551 -0.67093 0.00 0.09 0.07 0.00
C -3.50760 0.93581 3.35947 0.11 0.31 -0.63 0.01
H 0.14930 -3.38399 0.57517 0.06 0.10 0.13 0.00
H -3.63850 5.89631 -3.74783 -0.04 0.11 0.00 0.00
C 1.16640 0.28411 5.17527 -0.33 0.04 -0.48 0.00
H 1.93200 1.40841 2.08357 -0.06 -0.08 0.06 0.00
H -0.77460 2.90801 -4.86583 0.10 -0.05 -0.15 0.00
O 2.22920 -1.05139 1.41057 -0.49 -0.14 -0.24 0.01
C -2.40380 3.37481 -1.91093 0.50 -0.12 -0.71 -0.01
C -4.83520 2.91761 2.85057 -0.25 0.15 0.17 0.01
S 2.71870 -0.98289 -2.21893 0.55 -0.09 0.65 0.00
C -4.45810 -4.49929 3.19807 0.05 0.26 0.44 0.01
H -6.23540 3.43501 4.37767 0.01 0.02 -0.05 0.00
H 4.31790 0.17921 0.03867 -0.08 0.08 0.08 0.00
C -5.13120 1.67831 4.91987 0.14 -0.36 0.25 0.01
H -0.60980 2.69621 1.71777 -0.05 -0.10 -0.16 0.00
C 0.51030 -1.56969 -4.90703 -0.17 -0.05 -0.03 0.00
C -1.00970 1.61381 -2.29253 -0.14 -0.46 0.01 -0.02
H 1.38260 -2.92149 -0.59193 -0.13 0.06 0.21 0.00
C 4.44900 -1.09369 -1.66593 -0.50 0.16 -0.04 0.00
C -3.16170 4.49921 -2.20873 -0.03 -0.07 0.12 0.00
C 6.59980 -2.03959 -2.13643 -0.03 -0.02 -0.06 0.00
C 0.61970 -2.79849 -5.52903 0.07 0.19 -0.19 0.00
C 1.88830 0.90871 4.15497 -0.06 -0.04 0.16 0.00
H 2.83220 1.38891 4.36407 0.04 0.10 -0.08 0.00
H -5.08440 3.74011 2.19627 -0.07 0.06 -0.05 0.00
C -2.46440 0.24831 2.71397 -0.39 0.22 0.26 0.01
C -1.95570 -1.84199 2.26607 -0.43 -0.28 -0.04 -0.01
H 3.96950 1.05351 -2.69963 0.01 0.18 -0.08 0.00
H -2.13900 4.92651 -5.41483 0.03 0.05 -0.07 0.00
C 3.59310 3.12161 -2.47683 -0.12 0.49 0.09 0.00
C 2.27750 1.35471 -1.41983 0.68 0.77 -0.33 0.00
H -3.83430 4.91911 -1.47533 -0.07 0.02 0.05 0.00
N 0.22700 0.32411 2.52247 0.21 -0.57 0.79 0.01
H 2.99220 5.14851 -2.13633 -0.01 0.11 0.00 0.00
H 0.28970 -4.91239 -5.43383 -0.04 -0.04 -0.04 0.00
C -0.26180 -0.49489 -2.67933 -0.66 0.23 -0.05 -0.01
C 7.12290 -1.39059 -1.02943 0.05 0.00 0.05 0.00
C 1.12810 -2.93119 0.47777 -0.02 -0.23 0.06 0.00
C -2.88040 -2.91639 2.39957 0.34 0.00 -0.64 0.01
Mo -0.44150 -0.02409 0.38737 -1.53 0.69 -0.26 1.65
N -2.14120 0.79831 1.53317 -0.18 0.04 -0.15 -0.01
C -3.84340 2.00681 2.48527 0.45 -0.63 0.07 0.01
N -1.72570 -0.83919 3.23427 -0.17 0.22 -0.50 0.00
C 3.34280 -1.88249 1.75517 0.33 -0.58 0.22 0.00
C -0.01640 -0.32629 4.82987 0.36 0.26 0.15 0.00
C 1.14570 -1.51849 0.87697 0.85 -0.40 -0.05 0.01
C 1.38890 0.91301 2.87677 0.22 0.23 -0.13 0.00
C -0.51170 -2.72529 -3.02243 0.27 0.62 -0.48 0.00
N -3.03570 2.69431 0.31087 0.28 0.37 -0.96 0.02
H -0.62220 -0.85019 5.54777 -0.10 -0.08 -0.01 0.00
H 7.24080 -2.64919 -2.75553 0.02 -0.09 -0.07 0.00
N -1.48550 1.43991 -1.03683 0.42 -0.59 -0.06 0.03
H -0.77980 -4.84789 -3.19173 -0.04 -0.10 0.05 0.00
C -2.99270 1.87821 1.34667 -0.05 -0.18 0.55 0.03
N -1.69060 -3.11839 -0.94433 0.46 -0.02 -0.82 0.01
H -3.71570 -5.13159 -0.06743 -0.03 -0.10 -0.12 0.00
C -0.42590 -3.94779 -3.66993 -0.09 -0.05 0.03 0.00
C -3.70730 -4.66169 0.90317 -0.11 -0.22 0.05 0.01
C -2.90720 -3.54559 1.12567 0.34 0.71 0.41 0.00
H -5.65200 1.58861 5.86487 0.00 -0.04 0.01 0.00
C -0.97290 -2.34079 -1.71163 -0.76 -0.97 0.42 0.02
H -5.10230 -5.99569 1.80027 -0.05 -0.05 0.00 0.00
C -1.54090 2.82391 -2.87273 -0.55 0.62 0.37 -0.01
N -0.70390 -1.00909 -1.49903 0.32 0.26 0.32 0.04
H 1.08860 -2.86239 -6.50173 0.00 0.00 -0.07 0.00
H 8.17100 -1.49459 -0.78483 0.05 -0.02 0.02 0.00
O 2.80010 -0.57049 -3.59703 0.07 0.24 -0.05 0.00
C -1.42670 3.36811 -4.14203 0.09 -0.09 0.11 0.00
C 3.34010 1.78271 -2.22303 -0.26 0.00 0.23 0.00
N 0.63250 2.02081 0.21857 0.03 0.50 0.57 0.02
C -3.04290 5.03671 -3.47683 -0.08 0.12 0.10 -0.01
N -0.32390 0.76861 -3.03803 0.32 0.17 -0.23 0.04
H 1.52740 0.26851 6.19197 0.02 -0.01 0.07 0.00
C 1.03510 4.73231 -0.37953 -0.14 -0.39 0.30 0.00
H 1.85490 -3.55919 0.98417 -0.04 0.09 0.08 0.00
H -3.89290 -0.05369 5.23087 0.00 -0.09 0.12 0.00
N 1.95210 0.05241 -1.22953 0.49 -1.28 -0.41 0.03
H -5.08700 -4.89629 3.98217 -0.02 0.00 0.11 0.00
H -0.39700 5.07151 1.17247 -0.11 0.03 0.09 0.00
H 0.86790 -0.66029 -5.36383 0.06 0.03 -0.02 0.00
H 4.41460 3.37631 -3.13053 0.07 0.06 -0.07 0.00
C 0.03660 2.99171 0.89987 0.15 -0.35 0.12 0.00
C 6.30340 -0.60279 -0.23893 0.02 0.05 0.03 0.00
```
Forces are in eV/Å.

Calculated values
- Total charge: -1
- HOMO (spin up / spin down): -3.66 / -3.58 eV
- M: 1154.9 g mol⁻¹
- 2S+1: 3
- Expectation value of S²: 2.046
- Gap between HOMO and LUMO (spin up / spin down): 0.18012 / 0.17627 hartree